(1)
Below is C9H17Cl2HfNO2 as an isolated structure at a distorted geometry, with properties calculated with ωB97M-V with the def2-TZVPD basis set.

Structure (XYZ):
```
32
Properties=species:S:1:pos:R:3
Hf 1.315 1.451 -0.265
Cl 3.592 2.003 0.017
Cl 0.783 0.304 1.667
C -0.991 -2.362 -0.366
H -0.780 -3.342 0.107
H -1.739 -1.662 0.068
C 0.751 -0.273 -1.518
C -0.117 -1.961 -1.414
H -0.009 0.215 -2.159
C 0.948 -3.065 -1.597
H -0.642 -1.819 -2.379
C 2.349 -2.664 -1.194
H 0.654 -3.916 -0.978
H 0.928 -3.424 -2.627
C 2.968 -1.576 -2.082
H 2.344 -2.317 -0.154
H 2.991 -3.554 -1.208
C 2.062 -0.320 -2.303
H 3.923 -1.265 -1.628
H 3.237 -2.012 -3.060
H 2.704 0.573 -2.090
H 1.853 -0.249 -3.388
N -2.785 1.060 -0.533
C -2.700 2.579 -0.401
C -1.480 2.965 -1.180
O -1.544 3.635 -2.191
O -0.363 2.388 -0.704
H -2.556 0.772 -1.503
H -3.725 0.708 -0.288
H -2.100 0.604 0.100
H -3.622 3.009 -0.781
H -2.609 2.859 0.644
```

For the gap between HOMO and LUMO (alpha / beta), the calculation gives 0.1360 / 0.1360 Eh. For the LUMO energy (alpha / beta), the calculation gives -0.96 / -0.96 eV. The electronic energy is -41543.554 eV. As for the HOMO energy (alpha / beta): -4.7 / -4.7 eV.

(2)
Below is C9H17ClSi as an isolated structure at a distorted geometry, with properties calculated with ωB97M-V with the def2-TZVPD basis set.

Structure (XYZ):
```
28
Properties=species:S:1:pos:R:3
C -1.892 1.809 -0.968
C -0.888 1.191 -0.766
C -2.334 -2.800 -0.085
C -2.004 -0.988 1.660
C 3.487 0.422 -0.161
C 2.067 3.131 -0.069
C -0.267 -1.291 -0.199
C -1.730 -1.422 0.178
C 0.287 0.438 -0.859
Si 1.733 1.235 0.252
Cl 0.855 0.134 -2.588
H -2.685 2.485 -1.114
H -1.626 -3.629 0.037
H -3.136 -3.022 0.728
H -3.003 -2.690 -1.085
H -2.523 0.075 1.773
H -2.631 -1.721 2.187
H -1.036 -0.985 2.185
H 4.380 1.090 0.135
H 3.453 -0.641 0.169
H 3.565 0.163 -1.288
H 3.135 3.203 -0.653
H 1.308 3.669 -0.693
H 2.270 3.763 0.883
H -0.044 -1.913 -1.081
H 0.485 -1.589 0.559
H -2.252 -0.615 -0.505
H 1.025 0.499 1.367
```

For the gap between HOMO and LUMO, the calculation gives 0.3655 Eh. For the LUMO energy, the calculation gives 0.75 eV. The electronic energy is -30004.170 eV. As for the HOMO energy: -9.2 eV. Its relative energy (zero: lowest compared OMol25 entry of this formula, charge and spin) is 29.8 kcal/mol.

(3)
Below is C9H17Hg2O11S2 as an isolated structure at a distorted geometry, with properties calculated with ωB97M-V with the def2-TZVPD basis set.

Structure (XYZ):
```
41
Properties=species:S:1:pos:R:3
Hg 1.148 3.089 -1.411
Hg -2.232 3.397 -2.633
C -0.767 0.731 -0.897
O -1.127 2.090 -1.061
H -0.836 0.486 0.179
H -1.290 -0.001 -1.510
H 0.317 0.597 -0.975
C -5.045 2.415 1.685
C -3.534 2.256 2.063
O -3.487 1.922 3.444
S -4.745 2.487 4.194
O -4.570 3.855 4.582
O -5.272 1.626 5.210
O -5.728 2.304 2.907
H -5.236 1.582 1.008
H -5.334 3.336 1.173
H -2.777 2.975 1.754
H -3.229 1.350 1.531
C 0.157 -2.587 -3.475
C -0.183 -4.054 -3.217
O 0.717 -4.606 -2.295
S 1.617 -3.432 -1.593
O 2.980 -3.771 -1.652
O 1.090 -3.087 -0.322
O 1.331 -2.287 -2.704
H -0.621 -1.857 -3.210
H 0.368 -2.337 -4.516
H 0.016 -4.573 -4.162
H -1.239 -4.192 -2.974
O 2.552 2.072 -0.146
C 3.128 1.116 0.392
O 2.531 -0.063 0.322
C 3.467 -1.176 0.520
C 4.568 -0.468 1.307
C 4.573 0.955 0.781
H 3.895 -1.400 -0.456
H 3.136 -2.028 1.101
H 5.502 -1.026 1.358
H 4.261 -0.419 2.355
H 5.001 1.086 -0.222
H 4.899 1.634 1.565
```

For the gap between HOMO and LUMO, the calculation gives 0.0687 Eh. For the LUMO energy, the calculation gives -16.05 eV. The electronic energy is -62109.837 eV. As for the total charge: +3. As for the HOMO energy: -17.9 eV.

(4)
Below is an isolated ion of composition C9H17N2O and charge +1 at a distorted geometry, with properties calculated with ωB97M-V with the def2-TZVPD basis set.

Structure (XYZ):
```
29
Properties=species:S:1:pos:R:3
C -1.288 3.357 -0.261
C -1.628 2.101 -0.232
N -1.946 0.956 -0.005
C -2.406 -0.317 -0.081
C -3.672 -0.598 0.668
C -1.841 -1.296 -0.829
C -0.450 -1.174 -1.386
N 0.569 -1.374 -0.204
C 0.967 0.111 0.467
C 1.534 -0.212 1.917
O 1.706 0.829 -0.476
C 3.092 0.699 -0.829
H -1.815 4.196 0.162
H -0.267 3.584 -0.615
H -3.872 -1.674 0.658
H -4.399 -0.086 0.194
H -3.706 -0.192 1.584
H -2.182 -2.385 -0.839
H -0.224 -1.814 -2.137
H -0.217 -0.069 -1.815
H 0.114 -2.053 0.447
H 1.408 -1.770 -0.473
H 0.148 0.795 0.566
H 2.364 -1.043 1.899
H 0.796 -0.570 2.534
H 1.995 0.663 2.364
H 3.183 0.128 -1.786
H 3.667 0.245 0.030
H 3.342 1.596 -1.207
```

For the gap between HOMO and LUMO, the calculation gives 0.3184 Eh. For the LUMO energy, the calculation gives -2.80 eV. The electronic energy is -14625.465 eV. As for the total charge: +1. As for the HOMO energy: -11.5 eV. Its relative energy (zero: lowest compared OMol25 entry of this formula, charge and spin) is 101.6 kcal/mol.

(5)
Below is a 2-piece molecular cluster, C9H17N2O overall at a distorted geometry, with properties calculated with ωB97M-V with the def2-TZVPD basis set.

Structure (XYZ):
```
29
Properties=species:S:1:pos:R:3
C -2.053 -1.123 -0.330
C -2.231 0.198 0.017
C -0.721 -1.385 -0.299
C -3.497 0.917 0.376
C -0.032 -2.675 -0.592
C 2.047 0.269 -1.802
C -0.551 2.043 0.493
C 2.565 0.303 1.846
C 1.895 -0.159 -0.362
N -0.992 0.734 0.170
N -0.071 -0.232 -0.026
O 2.276 0.715 0.496
H -2.905 -1.764 -0.442
H -4.355 0.406 0.228
H -3.521 1.111 1.410
H -3.655 1.888 -0.206
H -0.326 -3.206 -1.474
H 1.054 -2.431 -0.833
H -0.095 -3.396 0.227
H 1.252 -0.127 -2.530
H 1.997 1.332 -1.980
H 3.048 -0.134 -2.191
H -0.114 1.985 1.459
H 0.255 2.314 -0.245
H -1.290 2.810 0.275
H 1.745 -0.124 2.398
H 2.763 1.281 2.272
H 3.630 -0.253 1.834
H 1.881 -1.296 -0.188
```

For the gap between HOMO and LUMO, the calculation gives 0.3779 Eh. For the LUMO energy, the calculation gives -2.87 eV. The electronic energy is -14627.719 eV. As for the total charge: +1. As for the HOMO energy: -13.2 eV. Its relative energy (zero: lowest compared OMol25 entry of this formula, charge and spin) is 49.6 kcal/mol.

(6)
Below is a 2-piece molecular cluster, C9H17N2O overall at a distorted geometry, with properties calculated with ωB97M-V with the def2-TZVPD basis set.

Structure (XYZ):
```
29
Properties=species:S:1:pos:R:3
C -1.708 1.412 1.638
C -3.102 1.284 1.399
C 3.261 -0.616 -0.288
C 2.465 -1.512 0.576
C 2.899 0.842 0.046
C 0.956 -1.234 0.452
C 1.355 1.075 -0.085
C 0.562 0.200 0.865
C -0.766 0.711 1.015
N -2.492 0.025 -0.256
N -3.718 -0.756 -2.679
O -3.432 0.634 0.347
H -1.330 1.978 2.450
H -3.880 1.878 1.853
H 4.383 -0.758 -0.054
H 3.188 -0.719 -1.370
H 2.531 -2.624 0.274
H 2.711 -1.358 1.710
H 3.222 1.079 1.014
H 3.432 1.395 -0.671
H 0.816 -1.173 -0.652
H 0.385 -1.900 1.096
H 1.043 2.130 0.154
H 1.007 0.874 -1.192
H 0.967 0.181 1.946
H -2.889 -0.307 -1.192
H -3.946 -0.429 -3.629
H -4.682 -0.708 -2.251
H -3.237 -1.606 -2.515
```

For the gap between HOMO and LUMO (alpha / beta), the calculation gives 0.2435 / 0.2913 Eh. For the LUMO energy (alpha / beta), the calculation gives -4.66 / -5.85 eV. The electronic energy is -14622.045 eV. As for the total charge: +1. As for the spin multiplicity: 3. As for the expectation value of S²: 2.03. As for the HOMO energy (alpha / beta): -11.3 / -13.8 eV. Its relative energy (zero: lowest compared OMol25 entry of this formula, charge and spin) is 53.6 kcal/mol.

(7)
Below is an isolated ion of composition C9H17N2O2 and charge +1 at a distorted geometry, with properties calculated with ωB97M-V with the def2-TZVPD basis set.

Structure (XYZ):
```
30
Properties=species:S:1:pos:R:3
N -0.441 -2.053 1.455
C 0.151 -0.793 0.944
C -0.122 -0.869 -0.619
N -1.523 -1.293 -0.855
C 0.307 0.424 -1.351
C -0.147 0.531 -2.807
O 0.720 1.419 -3.543
C 1.599 -0.646 1.082
C 2.251 0.454 1.522
C 1.484 1.692 1.733
C 0.164 1.624 1.802
C -0.694 0.430 1.689
O -1.895 0.756 0.959
H -0.399 -2.187 2.444
H -0.123 -2.898 0.852
H 0.549 -1.655 -0.812
H -1.664 -2.171 -1.275
H -1.978 -0.585 -1.366
H -1.867 -1.215 0.072
H 1.317 0.207 -1.395
H -0.021 1.245 -0.793
H -0.020 -0.507 -3.167
H -1.155 0.980 -2.833
H 0.181 2.149 -3.894
H 2.159 -1.506 0.788
H 3.228 0.341 1.714
H 1.944 2.698 1.806
H -0.335 2.513 1.630
H -0.966 0.120 2.707
H -2.705 0.792 1.512
```

For the gap between HOMO and LUMO, the calculation gives 0.3299 Eh. For the LUMO energy, the calculation gives -3.05 eV. The electronic energy is -16675.004 eV. As for the total charge: +1. As for the HOMO energy: -12.0 eV. Its relative energy (zero: lowest compared OMol25 entry of this formula, charge and spin) is 61.5 kcal/mol.

(8)
Below is the molecule C9H17N2OP at a distorted geometry, with properties calculated with ωB97M-V with the def2-TZVPD basis set.

Structure (XYZ):
```
30
Properties=species:S:1:pos:R:3
C -0.188 -1.928 2.759
C -0.395 -0.882 1.986
C -0.649 0.564 2.412
N -0.406 -1.013 0.558
P -1.655 -0.432 -0.361
O -0.944 0.912 -0.992
C -1.569 1.722 -2.045
C -0.887 3.090 -2.156
C 0.430 2.867 -2.663
N 1.528 2.711 -2.928
C 0.878 -1.412 -0.114
C 1.350 -2.843 0.066
C 1.867 -0.246 0.177
H -0.101 -2.865 2.355
H -0.086 -1.686 3.802
H -0.375 1.341 1.785
H -0.300 0.785 3.354
H -1.687 0.485 2.504
H -1.539 -1.232 -1.551
H -1.463 1.245 -3.093
H -2.684 1.987 -1.914
H -0.914 3.735 -1.136
H -1.363 3.690 -2.834
H 0.566 -1.111 -1.112
H 1.083 -3.007 1.070
H 0.740 -3.499 -0.556
H 2.389 -2.847 -0.196
H 2.467 -0.598 1.160
H 1.354 0.575 0.378
H 2.554 -0.109 -0.713
```

For the gap between HOMO and LUMO, the calculation gives 0.3434 Eh. For the LUMO energy, the calculation gives 0.69 eV. The electronic energy is -23922.280 eV. As for the HOMO energy: -8.7 eV. Its relative energy (zero: lowest compared OMol25 entry of this formula, charge and spin) is 46.3 kcal/mol.